(1)
12
Properties=species:S:1:pos:R:3:lowdin_charge:R:1 method="wB97M-V/def2-TZVPD" homo_ev=-8.74 orbital_gap_ev=9.6786 lumo_ha=0.03449 de_lowest_kcal_mol=85.7
C -0.464 -1.136 1.161 -0.54
C 0.546 1.025 -0.168 -0.44
C 1.599 1.825 0.094 -0.11
H -1.972 -0.429 -0.860 0.11
H -1.344 -1.829 -1.893 0.10
H 0.032 -1.812 1.831 0.06
H 0.106 0.397 -1.085 0.07
H 1.570 2.314 1.163 0.08
H 2.470 1.892 -0.567 0.05
N -1.195 -1.118 -1.140 -0.06
N -0.837 -1.760 0.114 -0.11
S -0.511 0.630 1.350 0.80


(2)
124
Properties=species:S:1:pos:R:3:lowdin_charge:R:1 method="wB97M-V/def2-TZVPD" homo_ev=-8.84 orbital_gap_ev=8.7466 lumo_ha=-0.00329 de_lowest_kcal_mol=59.0
C 0.989 0.318 0.024 -0.07
C -0.375 -0.111 -0.298 -0.38
O -1.146 0.812 -0.932 -0.06
H 0.878 1.157 0.766 0.09
H 1.687 0.638 -0.765 0.06
H 1.419 -0.496 0.614 0.07
H -0.830 -0.498 0.586 0.08
H -0.250 -0.998 -0.904 0.09
H -1.981 0.359 -1.157 0.06
C -3.139 0.624 1.929 -0.05
C -2.939 -0.805 2.325 -0.26
O -3.009 -1.631 1.165 -0.09
H -3.314 1.289 2.745 0.07
H -3.808 0.807 1.060 0.09
H -2.179 0.994 1.605 0.05
H -3.678 -1.112 2.976 0.10
H -2.017 -0.981 2.812 0.09
H -3.012 -2.529 1.423 0.05
C 3.112 -3.196 -0.065 -0.12
C 4.380 -3.810 0.358 -0.30
O 4.790 -4.693 -0.722 -0.10
H 2.694 -2.640 0.757 0.05
H 2.344 -3.953 -0.359 0.07
H 3.182 -2.464 -0.853 0.06
H 4.208 -4.397 1.298 0.12
H 5.189 -3.100 0.717 0.13
H 4.131 -5.432 -0.721 0.10
C 2.780 2.997 3.151 -0.09
C 3.464 3.761 2.066 -0.31
O 4.786 3.137 1.893 -0.06
H 1.749 3.390 3.193 0.06
H 3.312 3.126 4.121 0.10
H 2.738 2.006 2.697 0.06
H 3.416 4.883 2.158 0.13
H 2.890 3.672 1.186 0.05
H 4.749 2.836 1.002 0.03
C -0.711 -3.827 0.754 -0.09
C -1.227 -4.773 1.836 -0.28
O -2.627 -4.864 1.704 -0.07
H -0.916 -2.766 0.865 0.06
H -1.306 -4.071 -0.122 0.07
H 0.303 -3.962 0.535 0.03
H -0.790 -4.404 2.777 0.11
H -0.889 -5.805 1.769 0.12
H -2.789 -5.534 1.046 0.09
C -1.277 4.725 0.799 -0.05
C -0.221 3.650 1.019 -0.33
O 0.075 3.164 -0.225 -0.12
H -0.858 5.484 0.166 0.05
H -1.566 5.218 1.772 0.09
H -2.199 4.284 0.269 0.10
H -0.543 2.947 1.767 0.10
H 0.662 4.084 1.342 0.07
H -0.435 2.365 -0.229 0.04
C 0.728 -3.819 -2.628 -0.08
C 0.101 -5.066 -3.199 -0.34
O 0.301 -5.062 -4.571 -0.05
H 0.573 -3.708 -1.542 0.05
H 0.317 -3.008 -3.215 0.05
H 1.808 -3.798 -2.826 0.09
H -0.929 -4.970 -3.012 0.08
H 0.438 -5.903 -2.742 0.08
H -0.037 -5.912 -4.932 0.11
C -0.345 1.135 4.180 -0.08
C 0.178 0.450 5.414 -0.31
O 1.582 0.440 5.491 -0.04
H -0.034 0.643 3.290 0.04
H 0.187 2.057 4.027 0.06
H -1.394 1.258 4.097 0.06
H -0.077 -0.670 5.453 0.11
H -0.415 0.885 6.289 0.13
H 1.981 0.520 6.310 0.06
C -4.865 -0.099 -1.579 -0.60
O -3.630 0.325 -1.860 -0.07
N -5.142 -0.901 -0.539 0.17
N -5.918 0.234 -2.249 0.18
H -4.392 -1.107 0.135 0.06
H -6.035 -1.391 -0.311 0.14
H -6.158 1.052 -2.735 0.10
H -6.795 -0.229 -2.157 0.11
C 3.052 4.317 -1.384 -0.67
O 4.439 4.439 -1.476 -0.13
N 2.163 5.227 -1.089 0.14
N 2.408 3.246 -1.650 0.14
H 2.486 6.243 -1.133 0.16
H 1.122 5.128 -1.024 0.11
H 2.986 2.533 -2.194 0.16
H 1.555 3.099 -1.058 0.08
C 0.990 -2.098 3.084 -0.18
O 2.360 -2.016 3.303 -0.10
H 0.755 -2.880 2.396 0.04
H 0.574 -1.171 2.694 0.05
H 0.385 -2.232 4.021 0.09
H 2.583 -1.295 3.923 0.08
C -2.714 -2.706 -2.500 -0.15
O -3.460 -3.793 -2.028 -0.11
H -3.378 -2.046 -2.974 0.06
H -2.011 -2.978 -3.340 0.10
H -2.146 -2.326 -1.692 0.05
H -4.393 -3.646 -2.123 0.06
C -3.954 3.529 -2.637 -0.17
O -3.977 4.795 -2.024 -0.12
H -3.086 2.901 -2.297 0.07
H -3.824 3.720 -3.726 0.09
H -4.861 3.065 -2.494 0.03
H -3.147 5.221 -2.254 0.07
C -0.617 3.242 -3.459 -0.19
O 0.557 3.441 -4.150 -0.09
H -0.904 2.256 -3.104 0.07
H -1.320 3.644 -4.191 0.08
H -0.674 3.888 -2.630 0.05
H 1.015 4.134 -3.695 0.05
C 4.189 0.246 0.377 -0.19
O 5.466 0.009 0.884 -0.09
H 3.588 0.763 1.184 0.08
H 3.697 -0.680 0.069 0.04
H 4.131 0.886 -0.517 0.08
H 5.320 -0.566 1.654 0.09
C 1.126 -0.606 -3.110 -0.14
O 1.436 -0.569 -4.535 -0.13
H 1.893 -1.308 -2.644 0.10
H 0.104 -0.849 -2.947 0.05
H 1.312 0.468 -2.856 0.08
H 0.848 0.093 -4.941 0.08


(3)
34
Properties=species:S:1:pos:R:3:lowdin_charge:R:1 method="wB97M-V/def2-TZVPD" s2=2.020 charge=+1 homo_ev="-10.78 / -11.68" orbital_gap_ev="6.5098 / 6.6319" lumo_ha="-0.15700 / -0.18549" spin_multiplicity=3 de_lowest_kcal_mol=6.8
O 4.069 -1.426 -3.750 0.21
C 3.184 -0.990 -3.161 -0.14
Pd 1.553 -0.566 -2.049 0.49
O 2.268 -3.623 -2.206 0.19
C 1.942 -2.537 -2.044 -0.14
C 2.155 1.632 -2.482 -0.26
O 1.427 2.541 -2.168 0.05
C 0.129 -0.315 -3.445 -0.10
O -0.726 -0.105 -4.181 0.17
C 2.772 0.617 -0.896 -0.28
O 3.482 1.201 -0.185 0.14
H 2.970 1.607 -3.241 0.11
C -2.066 -1.140 2.054 -0.16
N -0.675 -0.838 2.443 -0.15
C -0.579 0.560 2.863 -0.16
N -1.048 1.526 1.821 -0.14
C -2.444 1.162 1.474 -0.15
N -2.559 -0.242 0.987 -0.14
C -1.869 -0.445 -0.297 -0.31
P -0.069 -0.150 -0.152 0.99
C 0.277 -1.150 1.360 -0.30
C -0.161 1.526 0.642 -0.29
H -2.703 -1.011 2.942 0.14
H -2.129 -2.170 1.692 0.13
H 0.460 0.807 3.113 0.13
H -1.213 0.704 3.748 0.13
H -2.797 1.844 0.692 0.13
H -3.061 1.271 2.386 0.14
H -2.043 -1.480 -0.609 0.10
H -2.290 0.251 -1.036 0.10
H 1.297 -0.968 1.719 0.10
H 0.186 -2.211 1.104 0.09
H -0.570 2.240 -0.084 0.10
H 0.832 1.879 0.948 0.09


(4)
64
Properties=species:S:1:pos:R:3:lowdin_charge:R:1 method="wB97M-V/def2-TZVPD" homo_ev=-9.69 orbital_gap_ev=8.5697 lumo_ha=-0.04101
C 4.284 -1.928 3.103 -0.09
C 4.301 -3.028 2.043 -0.23
C 3.278 -4.109 2.304 -0.24
O 1.965 -3.497 2.224 -0.37
S 0.888 -3.879 3.375 0.95
O 1.474 -3.610 4.664 -0.38
O -0.023 -2.523 3.095 -0.35
O -0.685 -2.712 1.835 -0.07
H 5.165 -1.292 3.015 0.07
H 4.273 -2.349 4.110 0.08
H 3.407 -1.292 2.992 0.07
H 4.053 -2.587 1.074 0.09
H 5.292 -3.481 1.975 0.12
H 3.419 -4.558 3.290 0.11
H 3.318 -4.896 1.548 0.12
H -0.105 -2.189 1.256 0.10
C -1.777 0.452 3.108 -0.04
C -2.176 1.539 3.879 -0.05
C -3.336 2.227 3.567 0.00
C -4.102 1.834 2.476 -0.08
C -3.697 0.750 1.696 -0.08
C -2.534 0.060 2.017 0.00
C -4.482 0.317 0.503 -0.28
O -4.133 -0.626 -0.174 0.11
C -5.713 1.094 0.170 -0.08
C -6.449 0.734 -0.952 0.00
C -7.598 1.435 -1.277 -0.06
C -8.019 2.495 -0.481 -0.06
C -7.288 2.858 0.637 0.00
C -6.132 2.161 0.966 -0.08
C -5.355 2.582 2.169 -0.28
O -5.730 3.499 2.868 0.11
H -0.878 -0.094 3.366 0.10
H -1.580 1.845 4.729 0.11
H -3.666 3.069 4.159 0.12
H -2.248 -0.791 1.415 0.10
H -6.107 -0.095 -1.555 0.12
H -8.170 1.155 -2.152 0.11
H -8.919 3.039 -0.736 0.11
H -7.597 3.679 1.268 0.12
C 2.199 -3.112 -2.955 -0.05
C 2.158 -2.794 -1.601 -0.05
C 2.411 -1.497 -1.186 -0.01
C 2.708 -0.513 -2.119 -0.08
C 2.758 -0.834 -3.475 -0.08
C 2.499 -2.136 -3.889 0.00
C 3.094 0.197 -4.500 -0.28
O 3.127 -0.078 -5.680 0.11
C 3.392 1.577 -4.017 -0.08
C 3.742 2.551 -4.944 0.00
C 4.015 3.841 -4.522 -0.06
C 3.936 4.166 -3.172 -0.06
C 3.589 3.200 -2.243 0.00
C 3.319 1.903 -2.661 -0.08
C 2.960 0.878 -1.640 -0.28
O 2.877 1.158 -0.463 0.11
H 1.995 -4.124 -3.279 0.11
H 1.930 -3.558 -0.868 0.10
H 2.384 -1.233 -0.136 0.11
H 2.538 -2.362 -4.946 0.12
H 3.793 2.279 -5.990 0.12
H 4.289 4.598 -5.246 0.11
H 4.147 5.176 -2.846 0.11
H 3.523 3.432 -1.189 0.12


Across the entries above, energy takes the values -17020.323; -64897.280; -39082.689; -59749.407 eV, respectively.
Across the entries above, maximum force takes the values 0.0598; 0.1614; 0.1101; 0.0068 Eh/bohr, respectively.